Entry from OMol25: 2 unconnected molecules or ions with the total composition C5H12O2 (wB97M-V/def2-TZVPD).

The geometry in XYZ format:
```
19
Properties=species:S:1:pos:R:3:nbo_charge:R:1
C 1.468 -0.658 -0.216 -0.638
C 0.738 0.501 -0.856 0.115
C 0.103 0.278 -2.237 -0.455
C -1.190 0.759 -1.569 -0.054
O -0.563 0.763 -0.271 -0.562
H 0.860 -1.567 -0.234 0.223
H 1.720 -0.443 0.827 0.222
H 2.401 -0.837 -0.764 0.216
H 1.345 1.414 -0.803 0.173
H 0.083 -0.775 -2.532 0.210
H 0.487 0.884 -3.059 0.214
H -1.509 1.768 -1.855 0.175
H -2.052 0.084 -1.602 0.183
C -0.563 -0.308 2.863 -0.244
O -1.024 -1.063 1.772 -0.751
H 0.526 -0.137 2.835 0.145
H -0.789 -0.865 3.776 0.177
H -1.052 0.675 2.928 0.161
H -0.990 -0.473 0.999 0.489
```

For the highest occupied orbital energy, the calculation gives -0.35570 Eh. The LUMO energy is 0.9942 eV. The total energy is -348.1344 Eh. Its multiplicity is 1. The HOMO-LUMO gap comes out at 10.7 eV. For the energy relative to the best compared isomer or geometry (same formula, charge and spin), the calculation gives 1.915 eV.

Entry from OMol25: a molecular structure, C6H10N2O at a distorted geometry (wB97M-V/def2-TZVPD).

The geometry in XYZ format:
```
19
Properties=species:S:1:pos:R:3:nbo_charge:R:1
C -0.969 -0.134 -0.404 -0.041
C -0.457 0.433 0.879 -0.087
C 0.726 1.325 0.303 -0.424
C 1.688 0.423 -0.424 0.042
C 1.303 -0.846 -0.716 0.050
C -0.022 -1.297 -0.007 -0.092
H -2.910 0.699 -0.912 0.382
H -2.925 -0.520 0.612 0.390
H -0.803 0.245 -1.491 0.194
H -1.179 1.070 1.342 0.205
H -0.018 2.001 -0.366 0.210
H 1.146 1.955 1.056 0.216
H 2.461 0.844 -1.077 0.176
H 1.577 -1.271 -1.532 0.185
H -0.087 -2.337 -0.208 0.194
H 0.861 -0.874 1.587 0.376
N -2.461 -0.201 -0.350 -0.905
N -0.105 -0.996 1.326 -0.590
O 2.175 -0.518 0.382 -0.481
```

For the highest occupied orbital energy, the calculation gives -0.31394 Eh. The LUMO energy is 0.9300 eV. The total energy is -419.1771 Eh. Its multiplicity is 1. The HOMO-LUMO gap comes out at 9.5 eV. For the energy relative to the best compared isomer or geometry (same formula, charge and spin), the calculation gives 5.699 eV.

Entry from OMol25: a molecular structure, C4H15BCdO6Si2 at a distorted geometry (wB97M-V/def2-TZVPD).

The geometry in XYZ format:
```
29
Properties=species:S:1:pos:R:3:nbo_charge:R:1
C -2.731 -0.551 0.394 -0.696
C -2.312 0.995 0.746 -0.070
O -1.247 1.561 -0.096 -0.431
C -1.502 1.364 -1.531 -0.124
C -0.622 0.105 -2.191 -0.069
O 0.775 0.159 -1.724 -0.803
Si 1.483 -1.466 -1.614 1.597
O 2.101 -1.814 0.024 -1.180
Si 3.252 -0.516 0.411 1.619
O 3.627 -0.464 2.131 -1.015
B 2.506 0.325 2.728 1.326
O 2.762 1.299 3.842 -0.915
O 1.114 0.110 2.245 -0.978
H -3.393 -0.620 -0.588 -0.013
H -3.266 -1.030 1.337 0.326
H -1.754 -1.209 0.199 0.271
H -3.297 1.641 0.772 0.242
H -1.905 0.993 1.868 0.289
H -1.088 2.336 -2.087 0.290
H -2.647 1.257 -1.805 0.170
H -0.643 0.163 -3.360 0.243
H -1.068 -0.933 -1.853 0.065
H 2.629 -1.513 -2.518 -0.166
H 0.551 -2.534 -1.987 -0.226
H 4.438 -0.740 -0.407 -0.178
H 2.657 0.746 -0.013 -0.213
H 2.539 2.189 3.432 0.500
H 0.498 0.111 3.051 0.507
Cd -3.456 -1.963 -1.407 1.631
```

For the highest occupied orbital energy, the calculation gives -0.57788 Eh. The LUMO energy is -13.1514 eV. The net charge is +2. The total energy is -1383.7040 Eh. Its multiplicity is 1. The HOMO-LUMO gap comes out at 2.6 eV.

Entry from OMol25: a molecular structure, C49H45BBrClF2LuN5O2S at a distorted geometry (wB97M-V/def2-TZVPD).

The geometry in XYZ format:
```
108
Properties=species:S:1:pos:R:3:lowdin_charge:R:1
Lu 0.637 -0.666 0.384 1.661
C 1.676 2.588 -3.330 -0.039
C 1.908 1.869 -2.075 -0.163
N 0.874 0.848 -1.645 0.000
C -0.256 0.695 -2.519 -0.132
C -0.257 1.190 -3.824 -0.179
C 0.751 2.199 -4.198 -0.043
C -1.281 0.833 -4.697 -0.051
C -2.289 -0.009 -4.257 -0.083
C -2.348 -0.377 -2.918 -0.063
C -1.386 0.058 -1.998 -0.243
N -1.411 -0.139 -0.608 -0.053
C -2.569 -0.115 0.109 -0.231
C -3.880 0.055 -0.333 -0.020
C -4.987 -0.015 0.547 -0.087
C -4.848 -0.203 1.890 -0.081
C -3.529 -0.242 2.414 -0.183
C -3.261 -0.290 3.800 -0.030
C -1.979 -0.245 4.263 -0.062
C -0.933 -0.153 3.329 -0.158
N -1.141 -0.129 2.041 0.024
C -2.418 -0.186 1.549 -0.153
H 2.324 3.430 -3.543 0.110
H 2.350 2.422 -1.263 0.082
H 0.633 2.701 -5.154 0.110
H -1.270 1.210 -5.717 0.108
H -3.056 -0.357 -4.946 0.102
H -3.145 -1.030 -2.582 0.102
H -4.063 0.267 -1.372 0.085
H -5.983 0.085 0.129 0.104
H -5.705 -0.271 2.554 0.107
H -4.099 -0.347 4.491 0.121
H -1.754 -0.276 5.326 0.111
H 0.101 -0.102 3.647 0.106
O 1.196 1.520 1.355 -0.602
S 1.979 2.804 1.268 0.981
C 3.114 2.722 2.639 -0.274
C 4.130 1.650 2.328 -0.293
C 4.035 0.412 2.952 -0.058
C 4.936 -0.603 2.643 -0.070
C 5.935 -0.384 1.703 -0.090
C 6.030 0.851 1.068 -0.076
C 5.132 1.862 1.380 -0.051
C 0.872 4.149 1.749 -0.268
C 0.453 4.219 3.188 -0.285
C -0.568 3.399 3.662 -0.033
C -0.938 3.442 5.002 -0.070
C -0.291 4.305 5.879 -0.083
C 0.720 5.136 5.408 -0.077
C 1.087 5.091 4.069 -0.056
H 2.512 2.486 3.518 0.105
H 3.555 3.721 2.745 0.112
H 3.240 0.233 3.671 0.112
H 4.845 -1.570 3.128 0.115
H 6.634 -1.176 1.455 0.113
H 6.799 1.021 0.321 0.114
H 5.199 2.822 0.871 0.118
H 0.021 3.980 1.082 0.107
H 1.402 5.048 1.419 0.100
H -1.081 2.734 2.971 0.112
H -1.740 2.804 5.357 0.101
H -0.579 4.339 6.924 0.104
H 1.217 5.826 6.081 0.105
H 1.872 5.749 3.701 0.116
Cl 3.024 -4.602 -3.618 0.703
C 1.564 -3.973 -2.936 -0.622
C 0.336 -4.423 -3.363 -0.078
C -0.800 -3.893 -2.768 -0.041
C -0.653 -2.937 -1.788 -0.152
N 0.547 -2.490 -1.392 0.023
C 1.643 -3.003 -1.954 -0.135
H 0.272 -5.175 -4.144 0.112
H -1.792 -4.221 -3.063 0.112
H -1.509 -2.505 -1.290 0.088
H 2.607 -2.662 -1.593 0.089
F 1.793 -2.226 3.338 0.054
B 1.904 -1.765 2.046 -0.684
F 2.279 -2.831 1.268 0.063
Br 6.001 -2.497 -2.780 0.645
C 4.465 -1.416 -2.475 -0.754
C 4.192 -0.931 -1.226 -0.188
C 3.080 -0.115 -0.979 -0.138
C 2.261 0.391 -2.104 -0.349
C 2.475 -0.327 -3.381 -0.018
C 3.569 -1.118 -3.545 -0.164
H 4.850 -1.180 -0.396 0.082
H 3.063 0.446 -0.042 0.057
H 1.821 -0.151 -4.223 0.099
H 3.745 -1.566 -4.519 0.097
O -0.640 -2.678 1.069 -0.079
C -1.245 -3.457 1.803 -0.434
C -2.345 -4.314 1.240 -0.071
C -3.743 -3.927 1.760 -0.161
C -4.066 -4.516 3.135 -0.200
C -3.164 -4.020 4.263 -0.176
C -1.694 -4.390 4.075 -0.151
N -0.980 -3.541 3.116 0.124
H -2.137 -5.364 1.478 0.129
H -2.284 -4.203 0.163 0.105
H -4.483 -4.280 1.042 0.114
H -3.834 -2.834 1.788 0.101
H -3.989 -5.608 3.075 0.113
H -5.107 -4.290 3.384 0.111
H -3.508 -4.440 5.213 0.113
H -3.235 -2.930 4.342 0.094
H -1.614 -5.437 3.769 0.121
H -1.159 -4.297 5.014 0.121
H -0.209 -2.972 3.437 0.118
```

For the highest occupied orbital energy, the calculation gives -0.19876 Eh. The LUMO energy is 0.1326 eV. The total energy is -7211.1595 Eh. Its multiplicity is 1. The HOMO-LUMO gap comes out at 5.5 eV. For the energy relative to the best compared isomer or geometry (same formula, charge and spin), the calculation gives 0.000 eV.

Entry from OMol25: 3 unconnected molecules or ions with the total composition C10H28IN4O2 (wB97M-V/def2-TZVPD).

The geometry in XYZ format:
```
45
Properties=species:S:1:pos:R:3:nbo_charge:R:1
N 2.624 -2.365 -0.686 -0.850
C 2.240 -2.030 -2.050 -0.215
C 2.540 -0.572 -2.411 -0.415
C 1.450 0.465 -2.116 -0.395
C 0.941 0.502 -0.672 -0.426
C -0.148 -0.518 -0.346 -0.238
N -1.463 -0.033 -0.859 -0.685
C -1.974 -0.639 -1.991 0.694
N -2.086 -1.966 -2.110 -0.745
N -2.406 0.150 -2.961 -0.720
I -2.295 2.161 -2.852 0.472
H 1.975 -2.072 0.035 0.362
H 2.799 -3.354 -0.570 0.368
H 2.815 -2.680 -2.713 0.210
H 1.176 -2.244 -2.274 0.126
H 3.450 -0.288 -1.872 0.224
H 2.772 -0.518 -3.480 0.213
H 0.602 0.342 -2.811 0.168
H 1.872 1.448 -2.349 0.225
H 0.504 1.481 -0.452 0.225
H 1.776 0.380 0.027 0.230
H 0.074 -1.502 -0.769 0.183
H -0.229 -0.652 0.731 0.257
H -2.155 0.004 -0.115 0.444
H -2.017 -2.417 -3.013 0.421
H -1.697 -2.513 -1.355 0.428
H -2.878 -0.244 -3.764 0.430
C 2.621 -0.464 3.758 -0.638
C 1.156 -0.616 3.408 -0.064
O 0.926 -1.681 2.479 -0.753
H 3.215 -0.290 2.861 0.215
H 2.767 0.373 4.441 0.224
H 2.998 -1.365 4.247 0.207
H 0.782 0.282 2.913 0.175
H 0.556 -0.771 4.309 0.167
H 1.232 -2.501 2.881 0.473
C -3.855 3.100 1.385 -0.636
C -2.391 3.032 1.767 -0.065
O -1.655 2.120 0.949 -0.745
H -4.315 2.113 1.451 0.207
H -4.396 3.778 2.045 0.231
H -3.975 3.467 0.362 0.195
H -2.273 2.660 2.784 0.185
H -1.935 4.026 1.726 0.167
H -1.718 2.411 0.031 0.462
```

For the highest occupied orbital energy, the calculation gives -0.42861 Eh. The LUMO energy is -4.1883 eV. The net charge is +1. The total energy is -1064.7517 Eh. Its multiplicity is 1. The HOMO-LUMO gap comes out at 7.5 eV. For the energy relative to the best compared isomer or geometry (same formula, charge and spin), the calculation gives 0.000 eV.

Entry from OMol25: a single C3H5FOS molecule at a distorted geometry (wB97M-V/def2-TZVPD).

The geometry in XYZ format:
```
11
Properties=species:S:1:pos:R:3:nbo_charge:R:1
F 3.208 -0.551 -0.176 -0.339
C 2.078 0.265 0.042 0.016
C 0.684 -0.286 0.131 -0.112
O -0.169 0.938 0.195 -0.512
C -1.475 0.819 -0.226 0.072
S -2.387 -0.589 0.004 -0.105
H 2.068 0.696 1.139 0.151
H 2.063 1.237 -0.471 0.191
H 0.444 -0.577 -0.914 0.201
H 0.439 -0.965 1.001 0.228
H -2.069 1.690 -0.476 0.211
```

For the highest occupied orbital energy, the calculation gives -0.33680 Eh. The LUMO energy is -0.2782 eV. The total energy is -690.5148 Eh. Its multiplicity is 1. The HOMO-LUMO gap comes out at 8.9 eV. For the energy relative to the best compared isomer or geometry (same formula, charge and spin), the calculation gives 2.038 eV.